Below is an isolated molecule of CH2FPSi, with properties calculated with wB97M-V/def2-TZVPD.

CARTESIAN COORDINATES (ANGSTROEM)
C: -0.516 -2.148 -0.810
F: -1.158 -3.247 -0.434
Si: -0.006 -0.434 -0.471
P: 0.240 -1.549 -2.293
H: -0.981 0.473 0.180
H: 1.098 -0.441 0.666

Results
orbital gap = 9.3 eV
molecular weight = 92.085 g mol⁻¹
HOMO = -9.54 eV
SMILES = FC1=P[SiH2]1
ΔE to the lowest compared entry with this formula, charge and spin = 12.89 kcal/mol

Results of the natural (NBO) charge analysis, in e, for atoms 1 through 4: atom 1 (C): -0.24, atom 2 (F): -0.31, atom 3 (Si): 0.68, atom 4 (P): 0.19

***

Below is the ion C6H10NS with charge +1, with properties calculated with wB97M-V/def2-TZVPD.

CARTESIAN COORDINATES (ANGSTROEM)
C: 1.111 2.339 -0.332
C: 0.740 0.946 -0.704
C: 0.645 2.747 0.882
C: 0.611 -2.031 0.300
C: -1.531 -1.066 -0.682
C: -0.479 -0.916 0.361
N: 0.018 0.438 0.330
S: -0.187 1.476 1.575
H: 1.719 2.948 -0.957
H: 1.090 0.352 -1.474
H: 0.667 3.734 1.383
H: 1.080 -1.964 -0.674
H: -0.054 -2.886 0.342
H: 1.151 -1.970 1.190
H: -1.308 -0.387 -1.541
H: -2.523 -0.681 -0.387
H: -1.864 -2.023 -0.942
H: -0.887 -1.054 1.331

Results
orbital gap = 10.1 eV
molecular weight = 128.220 g mol⁻¹
HOMO = -14.77 eV
charge = +1
ΔE to the lowest compared entry with this formula, charge and spin = 3.59 kcal/mol

Results of the natural (NBO) charge analysis, in e, for atoms 1 through 4: atom 1 (C): -0.24, atom 2 (C): 0.11, atom 3 (C): -0.39, atom 4 (C): -0.59

***

Below is a structure of composition C4H12CdO2P, with properties calculated with wB97M-V/def2-TZVPD.

CARTESIAN COORDINATES (ANGSTROEM)
O: -1.529 -2.324 2.244
C: -1.415 -1.556 1.375
O: -1.712 -0.228 1.654
C: -0.885 -1.880 0.010
C: -0.348 -0.686 -0.834
C: 1.042 -0.234 -0.461
P: 1.237 1.715 -0.580
H: -1.818 0.262 0.838
H: -0.095 -2.565 0.213
H: -1.610 -2.404 -0.576
H: -0.995 0.180 -0.825
H: -0.328 -1.021 -1.842
H: 1.761 -0.659 -1.115
H: 1.309 -0.567 0.524
H: 2.291 1.594 -1.566
H: 0.187 1.776 -1.587
H: 0.124 1.964 0.584
H: 2.257 1.675 0.464
H: 1.366 3.161 -0.624
Cd: -0.841 1.796 2.103

Results
orbital gap = 5.0 eV
molecular weight = 235.524 g mol⁻¹
HOMO = -12.20 eV
charge = +1

Results of the natural (NBO) charge analysis, in e, for atoms 1 through 4: atom 1 (O): -0.46, atom 2 (C): 0.79, atom 3 (O): -0.81, atom 4 (C): -0.53

***

Below is a structure of composition C5H4N2, with properties calculated with wB97M-V/def2-TZVPD.

CARTESIAN COORDINATES (ANGSTROEM)
C: -1.548 1.564 -0.799
C: -0.761 0.645 -0.761
C: -0.541 -1.191 -0.247
C: 0.465 -0.234 -0.771
N: 1.409 0.025 0.303
N: 0.993 -0.541 1.424
C: -0.127 -1.212 1.139
H: -2.330 2.304 -0.838
H: 0.913 -0.323 -1.766
H: 2.130 0.740 0.363
H: -0.606 -1.765 1.943

Results
orbital gap = 8.2 eV
molecular weight = 92.101 g mol⁻¹
HOMO = -8.59 eV
ΔE to the lowest compared entry with this formula, charge and spin = 136.01 kcal/mol

Results of the natural (NBO) charge analysis, in e, for atoms 1 through 4: atom 1 (C): -0.16, atom 2 (C): -0.03, atom 3 (C): -0.07, atom 4 (C): -0.24

***

Below is a structure of composition C33H36BF3O2S, with properties calculated with wB97M-V/def2-TZVPD.

CARTESIAN COORDINATES (ANGSTROEM)
C: -1.806 4.707 -2.143
C: -0.727 4.046 -1.390
C: -0.527 4.121 -0.001
C: 0.504 3.310 0.450
C: 0.944 2.285 -0.557
B: -1.923 -1.780 0.180
C: 2.470 1.985 -0.592
C: 3.276 2.316 0.498
C: 4.488 1.657 0.693
C: 4.935 0.780 -0.290
C: 6.163 -0.039 -0.008
F: 6.461 -0.909 -1.016
F: 7.271 0.735 0.208
F: 5.993 -0.801 1.131
C: 4.269 0.659 -1.506
C: 3.037 1.296 -1.665
O: -1.980 -2.488 1.336
C: -3.305 -2.224 1.858
C: -3.815 -3.540 2.411
C: -3.181 -1.209 3.000
C: -4.092 -1.637 0.613
C: -4.884 -2.702 -0.137
C: -5.031 -0.474 0.863
O: -3.046 -1.149 -0.256
S: 0.620 3.304 -2.116
H: -2.568 5.054 -1.438
H: -1.418 5.565 -2.706
H: -2.273 4.020 -2.860
H: -1.147 4.772 0.613
H: 0.865 3.247 1.472
H: 2.934 3.040 1.240
H: 5.066 1.812 1.602
H: 4.700 0.067 -2.311
H: 2.522 1.215 -2.626
H: -4.809 -3.415 2.854
H: -3.875 -4.303 1.627
H: -3.150 -3.896 3.207
H: -4.124 -1.167 3.570
H: -2.383 -1.508 3.700
H: -2.960 -0.191 2.636
H: -5.724 -3.040 0.484
H: -5.294 -2.260 -1.051
H: -4.283 -3.574 -0.417
H: -5.870 -0.790 1.496
H: -4.534 0.382 1.335
H: -5.441 -0.154 -0.104
C: 3.195 -0.773 4.087
C: 2.232 -0.539 2.957
C: 1.068 0.210 3.157
C: 0.285 0.601 2.078
C: 0.681 0.284 0.774
C: 0.118 1.106 -0.409
C: -0.110 0.254 -1.654
C: -0.348 0.835 -2.908
C: -0.126 0.079 -4.059
C: 0.220 -1.267 -3.937
C: 0.681 -2.044 -5.126
C: 0.102 -1.879 -2.672
C: -0.283 -1.123 -1.571
C: 1.687 -0.671 0.600
C: 2.471 -1.065 1.684
H: 3.137 -1.795 4.482
H: 4.234 -0.611 3.766
H: 2.969 -0.096 4.920
H: 0.806 0.519 4.173
H: -0.607 1.213 2.252
H: -0.898 1.403 -0.112
H: -0.762 1.855 -2.996
H: -0.215 0.536 -5.047
H: -0.096 -2.713 -5.511
H: 0.944 -1.358 -5.936
H: 1.552 -2.664 -4.884
H: 0.323 -2.943 -2.573
H: -0.832 -1.667 -0.550
H: 1.912 -1.061 -0.397
H: 3.311 -1.750 1.527

Results
orbital gap = 3.1 eV
molecular weight = 564.522 g mol⁻¹
HOMO = -4.82 eV
ΔE to the lowest compared entry with this formula, charge and spin = 177.45 kcal/mol

Results of the Löwdin charge analysis, in e, for atoms 1 through 4: atom 1 (C): -0.12, atom 2 (C): -0.60, atom 3 (C): -0.14, atom 4 (C): -0.11

***

Below is a cluster of 2 separate species, C2HF5P in total, with properties calculated with wB97M-V/def2-TZVPD.

CARTESIAN COORDINATES (ANGSTROEM)
C: 1.708 -0.440 -0.461
C: -1.428 -0.996 -0.221
F: -1.731 -2.043 0.546
F: -2.498 -0.693 -0.827
F: -0.341 1.529 -0.964
F: -0.077 0.818 1.362
F: 1.671 2.035 0.162
P: 0.658 0.877 -0.007
H: 2.038 -1.087 0.410

Results
orbital gap (alpha / beta) = 8.3 / 8.5 eV
molecular weight = 150.994 g mol⁻¹
HOMO (alpha / beta) = -16.76 / -16.99 eV
charge = +1
ΔE to the lowest compared entry with this formula, charge and spin = 125.41 kcal/mol

Results of the natural (NBO) charge analysis, in e, for atoms 1 through 4: atom 1 (C): -0.24, atom 2 (C): 0.69, atom 3 (F): -0.28, atom 4 (F): -0.24

***

Below is the ion C18H27ClN3O with charge +1, with properties calculated with wB97M-V/def2-TZVPD.

CARTESIAN COORDINATES (ANGSTROEM)
C: -1.537 3.266 -1.361
C: -1.045 2.036 -0.613
N: -0.063 1.213 -1.365
C: -0.596 0.734 -2.664
H: -0.491 1.526 -3.408
H: -1.660 0.527 -2.538
C: 0.111 -0.534 -3.140
H: -0.110 -0.643 -4.203
H: 1.191 -0.425 -3.040
C: -0.326 -1.822 -2.432
H: -0.057 -2.659 -3.076
H: -1.414 -1.839 -2.329
C: 0.329 -2.080 -1.070
N: -0.199 -1.111 -0.095
C: 0.348 -1.043 1.209
C: 1.660 -1.365 1.477
C: 2.165 -1.153 2.770
N: 1.471 -0.654 3.750
C: 0.180 -0.345 3.534
C: -0.552 0.182 4.616
C: -1.873 0.507 4.461
C: -2.516 0.307 3.228
C: -1.822 -0.195 2.164
C: -0.454 -0.528 2.269
H: -2.361 -0.354 1.239
H: -3.563 0.548 3.136
Cl: -2.779 1.154 5.774
H: -0.039 0.308 5.555
H: 3.193 -1.403 2.992
H: 2.313 -1.758 0.719
H: -1.208 -1.233 -0.034
C: 0.067 -3.514 -0.614
H: 0.475 -3.679 0.380
H: -1.002 -3.719 -0.587
H: 0.535 -4.220 -1.294
H: 1.403 -1.907 -1.160
C: 1.250 1.897 -1.490
H: 1.141 2.942 -1.200
H: 1.573 1.866 -2.532
C: 2.334 1.253 -0.615
H: 3.168 1.952 -0.516
O: 2.756 0.019 -1.141
H: 3.523 0.140 -1.711
H: 1.940 1.053 0.387
H: 0.035 0.270 -0.780
H: -1.899 1.401 -0.374
H: -0.574 2.329 0.328
H: -2.108 2.997 -2.245
H: -2.191 3.832 -0.703
H: -0.723 3.922 -1.659

Results
orbital gap = 8.8 eV
molecular weight = 336.887 g mol⁻¹
HOMO = -11.38 eV
charge = +1
SMILES = CC[N@H+](CCO)CCC[C@H](C)Nc1ccnc2cc(Cl)ccc12

Results of the natural (NBO) charge analysis, in e, for atoms 1 through 4: atom 1 (C): -0.63, atom 2 (C): -0.21, atom 3 (N): -0.45, atom 4 (C): -0.22

***

Below is a structure of composition H18O9Y, with properties calculated with wB97M-V/def2-TZVPD.

CARTESIAN COORDINATES (ANGSTROEM)
Y: -6.668 3.134 31.486
O: -5.672 1.948 33.157
H: -4.732 2.133 33.417
H: -5.634 0.946 33.171
O: -7.877 5.070 32.228
H: -8.832 4.967 32.263
H: -7.657 5.998 32.027
O: -5.216 4.588 33.018
H: -5.268 5.510 32.866
H: -4.288 4.363 33.116
O: -6.987 0.930 30.925
H: -6.377 0.318 30.554
H: -7.809 0.446 31.117
O: -4.393 2.893 30.856
H: -3.986 2.479 30.135
H: -3.784 3.600 30.862
O: -6.394 2.815 28.984
H: -5.608 3.160 28.562
H: -6.666 2.021 28.427
O: -5.884 5.057 30.388
H: -5.306 5.722 30.694
H: -5.821 5.002 29.431
O: -8.522 2.321 32.821
H: -8.507 1.507 33.388
H: -9.259 2.160 32.139
O: -8.669 3.105 30.170
H: -8.851 2.550 29.415
H: -9.502 3.570 30.413

Results
orbital gap = 13.2 eV
molecular weight = 251.041 g mol⁻¹
HOMO = -23.55 eV
charge = +3
ΔE to the lowest compared entry with this formula, charge and spin = 40.48 kcal/mol

Results of the natural (NBO) charge analysis, in e, for atoms 1 through 4: atom 1 (Y): 2.13, atom 2 (O): -0.96, atom 3 (H): 0.54, atom 4 (H): 0.54